The following is a quantum chemistry calculation of the ion C3H9FP with charge +1 in a non-equilibrium geometry, from OMol25.

Structure (XYZ):
```
14
C3H9FP, DFT the ωB97M-V functional and the def2-TZVPD basis
C -0.44 -1.77 0.94
C 1.29 0.49 0.88
C -0.83 0.74 -1.28
F -1.43 0.56 1.30
P -0.33 -0.06 0.35
H -1.26 -1.81 1.63
H 0.52 -1.95 1.47
H -0.53 -2.60 0.26
H 1.52 -0.17 1.83
H 1.32 1.63 1.08
H 2.07 0.11 0.23
H -0.92 1.91 -1.22
H -1.82 0.47 -1.66
H 0.02 0.79 -2.04
```

Calculated values
Relative energy (zero: lowest compared OMol25 entry of this formula, charge and spin) ... 24.1 kcal/mol
2S+1 ... 3
Total charge ... +1
⟨S²⟩ ... 2.00

The following is a quantum chemistry calculation of a structure of composition C36H38O5P2PdS4Si in a non-equilibrium geometry, from OMol25.

Structure (XYZ):
```
87
C36H38O5P2PdS4Si, DFT the ωB97M-V functional and the def2-TZVPD basis
Pd 0.33 0.02 -0.32
O 0.00 2.29 0.68
P 0.07 2.87 2.05
C -0.82 1.86 3.29
P -0.17 0.14 3.38
O 0.02 -0.45 2.04
C 1.26 0.27 4.48
C 2.55 0.13 3.99
C 3.63 0.25 4.86
C 3.42 0.50 6.20
C 2.12 0.65 6.69
C 1.05 0.53 5.83
C -1.36 -0.83 4.34
C -2.60 -0.40 4.79
C -3.43 -1.28 5.46
C -3.04 -2.59 5.67
C -1.79 -3.03 5.22
C -0.96 -2.15 4.55
C 1.75 3.25 2.59
C 2.10 3.49 3.91
C 3.40 3.88 4.22
C 4.34 4.02 3.20
C 3.99 3.78 1.88
C 2.69 3.40 1.57
C -0.83 4.45 2.08
C -1.43 4.98 3.21
C -2.15 6.17 3.12
C -2.26 6.82 1.90
C -1.63 6.30 0.78
C -0.92 5.12 0.87
H -1.85 1.81 2.91
H -0.81 2.31 4.28
H 2.72 -0.08 2.95
H 4.64 0.14 4.47
H 4.26 0.58 6.88
H 1.96 0.84 7.75
H 0.04 0.63 6.21
H -2.91 0.63 4.63
H -4.40 -0.94 5.82
H -3.70 -3.28 6.18
H -1.48 -4.05 5.39
H 0.01 -2.47 4.17
H 1.38 3.38 4.71
H 3.68 4.06 5.24
H 5.34 4.33 3.45
H 4.72 3.89 1.10
H 2.40 3.20 0.55
H -1.35 4.49 4.17
H -2.64 6.57 4.00
H -2.84 7.73 1.83
H -1.71 6.82 -0.17
H -0.44 4.69 -0.01
S -0.87 -2.97 -3.63
C -0.31 -1.97 -2.43
S -0.91 -2.17 -0.85
S 0.80 -0.73 -2.72
C 6.03 -0.51 -4.87
C 5.31 -0.56 -3.55
C 5.27 -1.73 -2.79
C 4.59 -1.77 -1.58
C 3.93 -0.64 -1.13
C 3.97 0.54 -1.86
C 4.67 0.58 -3.06
S 2.95 -0.75 0.35
O 3.81 -1.24 1.39
O 2.42 0.62 0.58
O 1.85 -1.66 0.00
H 6.33 -1.51 -5.18
H 6.92 0.11 -4.81
H 5.38 -0.09 -5.64
H 5.77 -2.61 -3.16
H 4.54 -2.68 -0.99
H 3.45 1.41 -1.48
H 4.71 1.50 -3.63
C -3.00 1.54 0.03
Si -1.75 0.94 -1.27
C -2.84 0.08 -2.57
C -1.00 2.46 -2.17
H -3.80 2.07 -0.49
H -2.54 2.22 0.74
H -3.44 0.71 0.58
H -3.59 0.80 -2.90
H -3.37 -0.78 -2.16
H -2.28 -0.26 -3.44
H -1.60 3.34 -1.94
H -1.01 2.30 -3.25
H 0.03 2.64 -1.86
```

Calculated values
Relative energy (zero: lowest compared OMol25 entry of this formula, charge and spin) ... 52.9 kcal/mol

The following is a quantum chemistry calculation of a structure of composition C30H47AuFP2 in a non-equilibrium geometry, from OMol25.

Structure (XYZ):
```
81
C30H47AuFP2, DFT the ωB97M-V functional and the def2-TZVPD basis
Au -0.49 0.97 -0.62
C -0.70 -2.20 1.02
C 0.65 -2.32 0.60
C 0.57 -0.81 2.33
C -0.73 -1.30 2.12
C 1.44 -1.46 1.40
C -1.88 -2.90 0.48
H -1.68 -3.34 -0.51
H -2.75 -2.22 0.39
H -2.19 -3.73 1.15
C -1.91 -1.00 2.96
H -2.84 -1.25 2.43
H -1.95 0.05 3.28
H -1.88 -1.63 3.86
C 0.99 0.16 3.36
H 1.15 -0.34 4.33
H 0.24 0.95 3.51
H 1.95 0.63 3.09
C 2.90 -1.27 1.34
H 3.41 -1.86 2.13
H 3.17 -0.21 1.50
H 3.30 -1.61 0.38
C 1.18 -3.24 -0.44
H 1.57 -4.16 0.02
H 2.02 -2.76 -0.97
H 0.40 -3.52 -1.15
C -2.14 0.95 -6.87
C -2.03 -0.39 -6.95
C -1.10 -1.15 -7.85
C 0.24 -0.47 -8.20
C 1.03 0.08 -7.05
C 0.92 1.30 -6.51
C 0.00 2.40 -6.92
C -1.31 1.96 -7.61
H -1.60 -1.38 -8.81
H 0.05 0.32 -8.94
H -0.91 -2.13 -7.39
H -1.07 1.60 -8.62
H -2.97 1.39 -6.31
H -2.75 -1.02 -6.43
H -1.93 2.86 -7.75
H -0.24 3.01 -6.04
H 1.63 1.59 -5.73
H 0.52 3.08 -7.62
H 0.87 -1.22 -8.71
H 1.83 -0.59 -6.71
P -1.28 0.30 -2.67
P 1.57 1.73 -1.44
C -0.30 1.54 -3.64
C 0.68 2.51 -2.86
H -1.05 2.13 -4.19
H 0.25 0.96 -4.39
H 1.41 2.97 -3.54
H 0.06 3.30 -2.40
C 2.54 2.88 -0.41
H 2.99 2.32 0.44
H 1.91 3.69 0.01
H 3.36 3.33 -1.00
C 2.80 0.57 -2.07
H 3.42 1.05 -2.84
H 2.30 -0.31 -2.48
H 3.45 0.26 -1.24
C -3.05 0.66 -2.72
H -3.61 -0.11 -2.15
H -3.41 0.67 -3.76
H -3.26 1.63 -2.24
C -1.13 -1.42 -3.24
H -0.11 -1.79 -3.08
H -1.39 -1.53 -4.30
H -1.82 -2.04 -2.64
F -3.49 5.16 2.50
C -2.80 4.10 1.98
C -1.41 4.12 2.06
C -0.70 3.07 1.46
C -1.43 2.11 0.76
C -2.80 2.05 0.76
C -3.52 3.09 1.34
H -0.89 4.92 2.55
H 0.38 3.01 1.46
H -3.30 1.22 0.25
H -4.60 3.12 1.27
```

Calculated values
Relative energy (zero: lowest compared OMol25 entry of this formula, charge and spin) ... 0.0 kcal/mol
2S+1 ... 3
Total charge ... +1
⟨S²⟩ ... 2.02

The following is a quantum chemistry calculation of a cluster of 2 separate species, C5H14 in total in a non-equilibrium geometry, from OMol25.

Structure (XYZ):
```
19
C5H14, DFT the ωB97M-V functional and the def2-TZVPD basis
C -0.46 0.49 -1.55
C 0.33 1.60 -0.91
C 1.79 1.27 -0.60
H -0.02 0.17 -2.52
H -1.51 0.69 -1.83
H -0.35 -0.47 -1.05
H 0.25 2.33 -1.75
H -0.21 2.13 -0.12
H 1.97 1.51 0.46
H 1.98 0.19 -0.66
H 2.43 1.85 -1.26
C -0.33 -2.17 1.36
C -1.32 -1.00 1.59
H -0.86 -3.13 1.38
H 0.26 -1.95 0.49
H 0.28 -2.18 2.26
H -1.78 -1.28 2.55
H -2.00 -0.77 0.77
H -0.77 -0.08 1.83
```

Calculated values
Relative energy (zero: lowest compared OMol25 entry of this formula, charge and spin) ... 15.9 kcal/mol
Structure (SMILES) ... CCC.CC